## a
Formula: C5H14
Source: OMol25
Level of theory: ωB97M-V/def2-TZVPD

## Properties
- SMILES = CCC.CC
- Kohn-Sham gap (hartree) = 0.457

The geometry in ORCA input format:
```
! RIJCOSX wB97M-V def2-TZVPD def2/J DEFGRID3
* xyz 0 1
C -0.70879 -1.24555 2.00395
C -1.39393 -0.13229 2.79904
H -0.88411 -2.23707 2.42240
H -1.07510 -1.27482 0.97704
H 0.36553 -1.07291 1.95791
H -1.23129 0.83960 2.32963
H -1.05624 -0.12048 3.82904
H -2.47019 -0.28180 2.82914
C 0.66446 0.21650 -1.23980
C 1.56551 -0.34365 -2.33293
C 0.09151 1.59527 -1.51995
H -0.18354 -0.48567 -1.15485
H 1.13804 0.15679 -0.25734
H 2.44396 0.25696 -2.54436
H -0.47710 1.61157 -2.44936
H -0.59679 1.90166 -0.72571
H 0.84336 2.38490 -1.57419
H 1.93950 -1.33509 -2.07753
H 1.02519 -0.43390 -3.27213
*
```

## b
Formula: C5H14
Source: OMol25
Level of theory: ωB97M-V/def2-TZVPD

## Properties
- SMILES = CCC.CC
- Kohn-Sham gap (hartree) = 0.452

The geometry in ORCA input format:
```
! RIJCOSX wB97M-V def2-TZVPD def2/J DEFGRID3
* xyz 0 1
C -1.32076 -0.16066 -0.95572
C -0.23140 0.36939 -1.91142
C -2.10479 1.00268 -0.17826
H -2.04164 -0.76218 -1.53943
H -0.70793 -0.84161 -0.24037
H -0.15958 1.39409 -1.63599
H -2.49700 1.83718 -0.71271
H -0.41054 0.27885 -2.98712
H 0.73034 -0.03446 -1.58615
H -3.06916 0.63119 0.19637
H -1.59153 1.52700 0.73225
C 1.31345 -1.32046 1.25419
C 2.09464 -0.03423 1.39777
H 0.58650 -1.38043 2.15644
H 0.69677 -1.23433 0.32041
H 1.84119 -2.30572 1.40603
H 1.65237 0.58815 0.65526
H 3.15288 -0.07525 1.27800
H 2.06619 0.52081 2.35045
*
```

The energetic minimum among the shown structures is a; the next structure lies 0.0518 hartree above.